Entry 1:
Computed, not measured: one molecule with the formula C2H3N3O at a distorted geometry, with ωB97M-V with the def2-TZVPD basis set.

CARTESIAN COORDINATES (ANGSTROEM)
1 N -0.03 1.06 0.98
2 C -0.26 0.61 -0.27
3 C 0.01 -0.71 -0.80
4 N 0.45 -1.77 -0.18
5 N 0.84 -2.68 0.38
6 O -0.76 1.32 -1.15
7 H -0.28 2.03 1.12
8 H 0.44 0.55 1.70
9 H -0.41 -0.40 -1.79

Summary:
**Gap between HOMO and LUMO**: 0.3397 Eh
**Energy above the lowest of the compared OMol25 structures with the same formula, charge and spin**: 212.2 kJ/mol
**HOMO**: -0.331 hartree

Results of the Mulliken charge analysis, in e, for atoms 1 through 4: number 1, N, carries -0.40; number 2, C, carries 0.42; number 3, C, carries 0.03; number 4, N, carries 0.45

---

Entry 2:
Computed, not measured: an isolated ion of composition C5H6N and charge +1 at a distorted geometry, with ωB97M-V with the def2-TZVPD basis set.

CARTESIAN COORDINATES (ANGSTROEM)
1 C 0.02 -0.93 -0.59
2 C 0.57 -0.10 -1.60
3 C -0.34 -2.23 -0.36
4 C -0.22 1.49 0.21
5 C 0.47 0.22 0.52
6 N 0.74 1.06 -0.77
7 H -0.24 -2.59 0.68
8 H -0.48 -2.86 -1.23
9 H -1.20 1.31 -0.09
10 H -0.14 2.41 0.72
11 H 1.24 -0.16 1.26
12 H 1.66 1.46 -0.86

Summary:
**Gap between HOMO and LUMO (spin up / spin down)**: 0.2834 / 0.2842 Eh
**Energy above the lowest of the compared OMol25 structures with the same formula, charge and spin**: 648.6 kJ/mol
**Net charge**: +1
**HOMO (spin up / spin down)**: -0.513 / -0.514 hartree

Results of the Mulliken charge analysis, in e, for atoms 1 through 4: number 1, C, carries 0.49; number 2, C, carries -0.32; number 3, C, carries -0.56; number 4, C, carries -0.35

---

Entry 3:
Computed, not measured: a 2-piece molecular cluster, C4H12N4O overall at a distorted geometry, with ωB97M-V with the def2-TZVPD basis set.

CARTESIAN COORDINATES (ANGSTROEM)
1 C -1.52 1.37 -0.05
2 N -1.39 -0.22 -0.36
3 C -0.63 -0.75 -1.35
4 N -0.67 -0.12 -2.59
5 N 0.00 -1.90 -1.32
6 O 0.15 -2.55 -0.13
7 H -0.65 1.98 0.21
8 H -2.30 1.45 0.70
9 H -1.89 1.72 -1.01
10 H -1.32 -0.74 0.51
11 H -0.56 0.89 -2.57
12 H -0.06 -0.56 -3.27
13 H 0.23 -1.88 0.78
14 H -0.10 -0.97 2.81
15 N 0.37 -0.85 1.92
16 C 0.99 0.25 1.74
17 C 1.89 0.44 0.57
18 H 1.08 0.99 2.54
19 H 2.88 0.07 0.83
20 H 1.98 1.50 0.33
21 H 1.52 -0.10 -0.30

Summary:
**Structure (SMILES)**: CN/C(N)=N\O.[H]/N=C/C
**Gap between HOMO and LUMO**: 0.2773 Eh
**Energy above the lowest of the compared OMol25 structures with the same formula, charge and spin**: 374.4 kJ/mol
**HOMO**: -0.259 hartree

Results of the Mulliken charge analysis, in e, for atoms 1 through 4: number 1, C, carries -1.00; number 2, N, carries -0.31; number 3, C, carries 0.48; number 4, N, carries -0.58

---

Entry 4:
Computed, not measured: a 7-piece molecular cluster, C18H16B3NO36S3 overall at a distorted geometry, with ωB97M-V with the def2-TZVPD basis set.

CARTESIAN COORDINATES (ANGSTROEM)
1 N 0.06 -0.48 -0.28
2 H -0.14 -1.22 0.37
3 H 0.21 0.45 0.10
4 H -0.85 -0.21 -0.65
5 H 0.64 -0.78 -1.05
6 O 2.48 6.74 -6.11
7 C 2.39 6.25 -4.99
8 O 1.75 5.09 -4.79
9 B 1.94 4.75 -3.32
10 O 2.65 5.88 -2.72
11 C 2.91 6.81 -3.60
12 O 3.22 7.99 -3.40
13 O 0.61 4.63 -2.61
14 C 0.34 3.35 -2.27
15 O -0.69 2.90 -1.78
16 C 1.63 2.55 -2.43
17 O 2.57 3.46 -2.98
18 O 1.74 1.44 -2.03
19 O 0.12 2.06 1.09
20 C 1.07 2.81 1.21
21 O 2.32 2.48 1.47
22 B 3.15 3.66 1.84
23 O 2.30 4.83 1.43
24 C 1.07 4.36 1.13
25 O 0.03 5.03 0.89
26 O 4.50 3.73 1.22
27 C 5.37 3.83 2.14
28 O 6.60 3.89 2.02
29 C 4.60 3.92 3.51
30 O 3.38 3.82 3.27
31 O 5.14 3.98 4.65
32 O -3.37 -5.45 6.17
33 C -3.48 -4.92 5.06
34 O -2.68 -4.12 4.54
35 B -3.05 -3.84 3.12
36 O -4.34 -4.52 2.90
37 C -4.66 -5.11 4.00
38 O -5.61 -5.83 4.16
39 O -3.14 -2.38 2.82
40 C -2.36 -2.13 1.87
41 O -2.12 -0.97 1.48
42 C -1.54 -3.36 1.43
43 O -2.04 -4.35 2.09
44 O -0.65 -3.28 0.51
45 C 2.37 -2.72 4.73
46 C 0.96 -3.08 4.23
47 O 0.66 -2.06 3.36
48 S 1.80 -1.02 2.89
49 O 1.67 0.23 3.56
50 O 2.00 -1.14 1.42
51 O 2.92 -2.02 3.62
52 H 2.98 -3.58 5.01
53 H 2.29 -1.98 5.52
54 H 0.38 -3.05 5.15
55 H 0.86 -4.06 3.76
56 C -5.57 -0.26 -2.89
57 C -5.93 -1.12 -1.67
58 O -4.89 -0.81 -0.74
59 S -3.43 -0.39 -1.45
60 O -2.56 -1.61 -1.42
61 O -2.91 0.82 -0.77
62 O -4.21 -0.11 -2.95
63 H -6.12 0.67 -3.02
64 H -5.67 -0.91 -3.76
65 H -5.88 -2.18 -1.94
66 H -6.84 -0.76 -1.20
67 C -0.12 -2.49 -4.06
68 C 0.94 -2.02 -5.01
69 O 2.00 -1.71 -4.11
70 S 2.06 -2.64 -2.79
71 O 2.09 -1.89 -1.61
72 O 3.05 -3.66 -3.03
73 O 0.56 -3.21 -3.04
74 H -0.79 -3.24 -4.49
75 H -0.60 -1.62 -3.60
76 H 0.67 -1.19 -5.65
77 H 1.20 -2.93 -5.57

Summary:
**Gap between HOMO and LUMO**: 0.2989 Eh
**Energy above the lowest of the compared OMol25 structures with the same formula, charge and spin**: 471.2 kJ/mol
**Net charge**: -2
**HOMO**: -0.197 hartree

Results of the Mulliken charge analysis, in e, for atoms 1 through 4: number 1, N, carries 1.32; number 2, H, carries -0.01; number 3, H, carries 0.05; number 4, H, carries 0.02

---

Entry 5:
Computed, not measured: C25H44IN5O2 as an isolated structure at a distorted geometry, with ωB97M-V with the def2-TZVPD basis set.

CARTESIAN COORDINATES (ANGSTROEM)
1 C 5.02 -1.25 -0.90
2 C 5.45 -0.45 -1.91
3 C 5.99 0.92 -1.63
4 N 4.90 1.92 -1.74
5 C 4.06 1.81 -2.96
6 C 2.72 1.11 -2.73
7 C 1.85 1.77 -1.64
8 C 2.03 1.03 -0.29
9 C 0.36 1.65 -2.06
10 C 5.38 3.19 -1.51
11 O 6.54 3.51 -1.42
12 O 4.36 4.13 -1.37
13 I 3.90 4.38 0.55
14 H 4.00 -1.63 -0.88
15 H 5.68 -1.49 -0.08
16 H 5.46 -0.81 -2.94
17 H 6.85 1.21 -2.25
18 H 6.33 0.94 -0.59
19 H 3.84 2.82 -3.30
20 H 4.61 1.31 -3.76
21 H 2.88 0.07 -2.45
22 H 2.19 1.15 -3.68
23 H 2.09 2.82 -1.52
24 H 1.28 0.25 -0.20
25 H 3.00 0.54 -0.23
26 H 1.92 1.72 0.55
27 H -0.25 1.43 -1.18
28 H 0.23 0.83 -2.76
29 H -0.02 2.59 -2.47
30 C -2.83 -3.12 0.15
31 C -2.76 -1.60 0.29
32 C -2.46 -0.90 -1.04
33 C -1.16 -1.34 -1.57
34 N -0.15 -1.69 -1.98
35 H -1.87 -3.53 -0.17
36 H -3.08 -3.57 1.11
37 H -3.60 -3.41 -0.57
38 H -2.00 -1.34 1.02
39 H -3.71 -1.23 0.67
40 H -2.43 0.18 -0.90
41 H -3.23 -1.13 -1.78
42 C 4.20 4.08 4.68
43 C 3.44 3.51 5.87
44 C 2.97 2.07 5.62
45 C 2.06 2.01 4.47
46 N 1.34 1.99 3.58
47 H 3.55 4.13 3.81
48 H 4.54 5.10 4.89
49 H 5.07 3.48 4.43
50 H 2.58 4.13 6.10
51 H 4.09 3.51 6.75
52 H 2.45 1.68 6.49
53 H 3.82 1.42 5.42
54 C -6.36 0.62 3.43
55 C -6.68 -0.74 4.03
56 C -5.49 -1.33 4.81
57 C -4.33 -1.54 3.94
58 N -3.44 -1.70 3.24
59 H -5.55 0.55 2.70
60 H -7.23 1.03 2.91
61 H -6.06 1.34 4.20
62 H -6.98 -1.43 3.24
63 H -7.52 -0.64 4.72
64 H -5.77 -2.30 5.24
65 H -5.20 -0.67 5.62
66 C -3.27 -5.03 -5.34
67 C -3.46 -3.55 -5.62
68 C -3.45 -2.70 -4.34
69 C -4.54 -3.10 -3.44
70 N -5.39 -3.43 -2.75
71 H -4.08 -5.43 -4.74
72 H -3.24 -5.59 -6.28
73 H -2.33 -5.21 -4.82
74 H -4.40 -3.39 -6.15
75 H -2.66 -3.19 -6.27
76 H -3.57 -1.64 -4.58
77 H -2.50 -2.82 -3.81

Summary:
**Gap between HOMO and LUMO**: 0.2772 Eh
**HOMO**: -0.306 hartree

Results of the Mulliken charge analysis, in e, for atoms 1 through 4: number 1, C, carries -0.70; number 2, C, carries -0.19; number 3, C, carries -0.78; number 4, N, carries 0.68

---

Entry 6:
Computed, not measured: a 2-piece molecular cluster, C2H3F2NO2 overall at a distorted geometry, with ωB97M-V with the def2-TZVPD basis set.

CARTESIAN COORDINATES (ANGSTROEM)
1 C -1.46 0.90 -1.40
2 C -0.99 1.33 -0.24
3 F -1.44 2.54 0.14
4 F -0.22 0.69 0.59
5 H -1.17 -0.07 -1.87
6 H -2.25 1.41 -1.90
7 O 2.49 -0.44 1.75
8 N 2.68 -0.52 0.58
9 O 3.72 0.32 0.18
10 H 3.95 -0.12 -0.63

Summary:
**Structure (SMILES)**: C=C(F)F.O=NO
**Gap between HOMO and LUMO**: 0.3670 Eh
**Energy above the lowest of the compared OMol25 structures with the same formula, charge and spin**: 248.4 kJ/mol
**HOMO**: -0.366 hartree

Results of the Mulliken charge analysis, in e, for atoms 1 through 4: number 1, C, carries -0.61; number 2, C, carries 0.50; number 3, F, carries -0.21; number 4, F, carries -0.18

---

Entry 7:
Computed, not measured: a 2-piece molecular cluster, C4H11N2O overall, with ωB97M-V with the def2-TZVPD basis set.

CARTESIAN COORDINATES (ANGSTROEM)
1 C -1.13 -2.14 0.05
2 C -2.90 -0.56 0.47
3 N -1.67 -0.81 0.29
4 H -0.31 -2.31 0.74
5 H -0.75 -2.17 -0.97
6 H -1.91 -2.89 0.19
7 H -3.62 -1.37 0.48
8 H -3.24 0.46 0.60
9 H -0.98 0.00 0.31
10 C 2.52 0.21 0.39
11 C 1.45 0.98 -0.36
12 N 0.29 1.29 0.40
13 O 1.49 1.25 -1.52
14 H 2.15 -0.79 0.60
15 H 2.74 0.69 1.34
16 H 3.40 0.15 -0.23
17 H 0.51 1.49 1.37
18 H -0.20 2.08 -0.02

Summary:
**Gap between HOMO and LUMO**: 0.3339 Eh
**Energy above the lowest of the compared OMol25 structures with the same formula, charge and spin**: 133.2 kJ/mol
**Net charge**: +1
**HOMO**: -0.507 hartree

Results of the Mulliken charge analysis, in e, for atoms 1 through 4: number 1, C, carries -0.73; number 2, C, carries 0.00; number 3, N, carries 0.19; number 4, H, carries 0.29

---

Entry 8:
Computed, not measured: C4H3OPb as an isolated structure at a distorted geometry, with ωB97M-V with the def2-TZVPD basis set.

CARTESIAN COORDINATES (ANGSTROEM)
1 C -1.89 0.77 -0.01
2 C -0.58 0.74 0.41
3 C -0.02 -0.38 0.08
4 C 1.08 -1.17 -0.11
5 O 2.28 -0.71 -0.21
6 Pb 3.01 1.21 0.05
7 H -2.69 0.53 0.69
8 H -2.15 1.26 -0.95
9 H 0.97 -2.25 0.05

Summary:
**2S+1**: 2
**Expectation value of S²**: 1.37
**Gap between HOMO and LUMO (spin up / spin down)**: 0.1992 / 0.2119 Eh
**HOMO (spin up / spin down)**: -0.240 / -0.250 hartree

Results of the Mulliken charge analysis, in e, for atoms 1 through 4: number 1, C, carries -0.55; number 2, C, carries -0.27; number 3, C, carries -0.07; number 4, C, carries 0.19